(1)
ORCA calculation (ωB97M-V with the def2-TZVPD basis set) on a structure of composition C6Cl6O5Sm.

The max |F| is 3.03 eV/A. The HOMO-LUMO gap (alpha / beta) is 6.48 / 7.35 eV. Its net charge is +1. Its spin multiplicity is 6. For the LUMO energy (alpha / beta), the calculation gives -5.94 / -5.09 eV. As for the highest occupied orbital energy (alpha / beta): -12.43 / -12.44 eV.

```
18
C6Cl6O5Sm | the Open Molecules 2025 dataset | ωB97M-V with the def2-TZVPD basis set
Sm 0.750 1.988 -0.388
Cl -2.580 -4.316 1.237
C -1.520 -3.061 0.748
C -1.912 -1.738 0.860
Cl -3.448 -1.286 1.480
C -1.018 -0.766 0.452
Cl -1.510 0.937 0.590
C 0.229 -1.034 -0.055
O 1.032 -0.004 -0.428
C 0.615 -2.351 -0.165
Cl 2.172 -2.712 -0.796
C -0.256 -3.361 0.236
Cl 0.243 -4.993 0.092
O 1.190 5.299 -2.004
Cl 1.465 4.633 -0.786
O 2.114 5.384 0.222
O 2.252 3.351 -1.064
O 0.181 4.032 -0.231
```



(2)
ORCA calculation (ωB97M-V with the def2-TZVPD basis set) on a structure of composition C8H12Cl3O10Y.

The max |F| is 13.37 eV/A. The HOMO-LUMO gap is 1.93 eV. Its net charge is +2. For the LUMO energy, the calculation gives -12.42 eV. As for the highest occupied orbital energy: -14.35 eV.

```
34
C8H12Cl3O10Y | the Open Molecules 2025 dataset | ωB97M-V with the def2-TZVPD basis set
Y 21.340 -18.169 21.730
Cl 24.010 -18.944 20.270
O 24.029 -18.755 18.860
O 22.884 -18.178 20.774
O 23.904 -20.332 20.528
O 25.239 -18.419 20.858
C 26.786 -17.308 21.197
C 27.312 -15.872 21.259
O 28.583 -15.947 21.910
C 29.037 -17.223 21.852
O 30.125 -17.604 22.345
O 28.030 -18.021 21.357
H 26.439 -17.540 20.190
H 26.247 -17.546 22.114
H 26.663 -15.454 22.029
H 27.317 -15.353 20.300
C 24.656 -16.033 19.397
C 24.213 -16.381 18.032
O 25.394 -16.295 17.257
C 26.400 -16.171 18.126
O 27.626 -16.091 17.825
O 26.055 -16.142 19.360
H 24.262 -16.793 20.071
H 24.210 -15.104 19.751
H 23.429 -15.661 17.795
H 23.696 -17.338 17.959
Cl 27.003 -18.312 17.018
C 26.762 -18.962 18.627
C 26.259 -20.302 18.806
Cl 27.571 -21.410 19.044
H 26.034 -18.273 19.053
H 27.753 -18.814 19.056
H 25.682 -20.734 17.988
H 25.668 -20.505 19.699
```